No. 1
Here is an isolated molecule of C6H6O in a non-equilibrium geometry from the Open Molecules 2025 dataset. Energies are from the ωB97M-V functional and the def2-TZVPD basis.

Each line ends with the Mulliken charge.
Positions of all 13 atoms, in Å:
O1 -1.756 -0.373 -1.216  -0.138
C1 -1.071 0.716 0.622  -0.523
C2 2.587 0.219 0.726  0.163
C3 1.413 -0.007 0.549  -0.861
C4 -2.265 0.369 -0.265  -0.358
C5 -0.302 -0.636 -1.162  -0.581
C6 0.007 -0.351 0.303  0.324
H1 0.207 0.055 -1.850  0.306
H2 3.625 0.417 0.898  0.424
H3 -0.772 1.725 0.292  0.310
H4 -1.318 0.777 1.684  0.391
H5 -0.121 -1.670 -1.473  0.308
H6 -0.235 -1.241 0.891  0.237

Atoms 1-6, force components in eV/Å:
-0.4 0.0 -0.3
0.0 0.0 0.1
-0.8 -0.1 -0.1
0.6 0.2 0.1
1.1 -0.3 -0.1
-0.1 0.1 0.3

The HOMO-LUMO gap is 9.5 eV. The value obtained for the LUMO energy is 0.0308 Eh. The value obtained for the molecular weight is 94.11 g/mol. As for the spin multiplicity: 1. As for the HOMO energy: -8.7 eV. For the total energy, the calculation gives -307.3044 Eh. The relative energy (zero: lowest compared OMol25 entry of this formula, charge and spin) comes out at 99.82 kcal/mol.

No. 2
Here is a cluster of 4 separate species, C30H62IN3O9S in total in a non-equilibrium geometry from the Open Molecules 2025 dataset. Energies are from the ωB97M-V functional and the def2-TZVPD basis.

Each line ends with the Mulliken charge.
Positions of all 106 atoms, in Å:
I1 1.180 -1.364 -2.793  0.078
S1 -2.027 1.567 -6.411  0.575
O1 -2.911 -3.899 2.422  -0.365
O2 2.980 -6.600 -3.614  -0.300
O3 1.301 5.937 6.517  -0.341
O4 -1.160 2.657 4.594  -0.344
O5 -0.480 -0.558 0.572  -0.270
O6 0.027 -5.451 -0.379  -0.372
O7 -2.049 0.417 -5.152  -0.295
O8 -3.462 2.059 -6.454  -0.530
O9 -0.984 2.850 -5.986  -0.259
N1 -1.206 -1.659 3.410  -0.262
N2 -1.475 4.869 6.782  -0.319
N3 1.326 -8.030 -1.581  -0.334
C1 -1.611 3.707 -4.984  -0.215
C2 3.609 6.645 -5.523  -0.422
C3 -0.720 -0.330 3.034  -0.476
C4 -3.121 -3.196 3.647  -0.855
C5 2.414 6.212 -4.612  -0.321
C6 1.103 -8.022 -3.027  -0.158
C7 -0.731 -0.390 -3.232  -0.689
C8 -2.264 3.653 6.581  -1.015
C9 2.696 3.697 -5.393  -0.192
C10 -0.391 4.710 7.752  -0.186
C11 0.096 -7.897 -0.798  -0.837
C12 -0.671 -6.570 -0.916  -0.418
C13 -0.908 0.948 -2.337  0.203
C14 -0.654 4.845 -4.395  -0.792
C15 -2.662 -1.743 3.507  -0.125
C16 -1.918 -4.910 2.525  -0.225
C17 -1.084 0.179 1.631  -0.522
C18 0.918 -4.820 -1.289  -0.453
C19 1.923 4.724 -4.535  0.180
C20 -0.706 -0.029 -4.821  -0.062
C21 0.108 3.277 4.434  -0.690
C22 4.361 5.603 -6.398  -0.394
C23 0.652 4.300 -3.622  0.289
C24 -1.208 -1.705 0.157  -0.227
C25 3.892 4.106 -6.309  -0.462
C26 2.425 -7.904 -3.788  -0.835
C27 0.548 5.917 7.731  -0.798
C28 4.188 -6.605 -2.867  -0.736
C29 0.970 7.031 5.675  -0.727
C30 -1.550 2.449 5.947  -0.202
H1 -0.882 -2.325 2.717  0.138
H2 -0.865 -2.587 0.701  0.235
H3 -1.082 5.146 5.890  0.093
H4 -2.121 3.095 -4.150  0.219
H5 -0.044 6.926 5.279  0.313
H6 4.601 -5.594 -2.886  0.233
H7 0.660 3.164 -3.530  -0.453
H8 0.208 3.820 7.533  0.173
H9 -2.271 1.624 5.923  0.238
H10 3.957 7.737 -5.558  0.289
H11 5.234 5.877 -7.089  0.301
H12 -3.098 3.928 5.927  0.401
H13 0.472 -7.178 -3.325  0.168
H14 -0.996 -1.875 -0.903  -0.128
H15 4.002 -6.882 -1.826  0.307
H16 -0.343 5.509 -5.276  0.383
H17 4.918 -7.286 -3.312  0.350
H18 -2.999 -1.174 4.380  0.304
H19 0.373 -0.368 3.101  0.359
H20 -2.289 -1.579 0.275  0.261
H21 0.115 0.743 -5.004  0.067
H22 0.095 1.492 -2.375  0.174
H23 -1.012 -6.368 -1.937  0.319
H24 0.002 6.852 7.894  0.401
H25 4.424 3.298 -6.932  0.296
H26 0.673 4.835 -2.597  0.448
H27 2.413 2.587 -5.384  0.166
H28 1.270 5.810 8.546  0.391
H29 -1.054 0.398 3.778  0.039
H30 -2.478 4.259 -5.519  0.344
H31 -2.635 -3.688 4.496  0.401
H32 -2.149 -5.601 3.340  0.402
H33 0.381 -8.026 0.252  0.363
H34 -1.802 1.580 -2.662  0.105
H35 -0.687 1.197 1.546  0.309
H36 -1.579 -6.670 -0.311  0.332
H37 2.222 -8.020 -4.856  0.385
H38 -0.008 4.360 4.358  0.234
H39 0.802 3.021 5.239  0.329
H40 -0.576 -8.725 -1.044  0.445
H41 0.983 -3.763 -1.019  0.109
H42 -2.166 0.267 1.481  0.355
H43 1.944 -7.264 -1.338  0.093
H44 -4.199 -3.204 3.834  0.405
H45 -0.817 4.603 8.755  0.387
H46 -3.143 -1.327 2.616  0.177
H47 -1.617 -1.082 -3.035  0.517
H48 1.066 7.979 6.212  0.343
H49 3.125 -8.695 -3.497  0.406
H50 -0.707 2.092 6.549  0.349
H51 1.920 -5.243 -1.188  0.153
H52 -1.908 -5.470 1.589  -0.259
H53 1.668 7.036 4.836  0.240
H54 -2.703 3.349 7.537  0.434
H55 -1.277 5.459 -3.649  0.323
H56 -0.414 -0.989 -5.368  0.347
H57 1.888 7.024 -3.993  0.271
H58 0.576 -4.889 -2.325  0.324
H59 -1.044 0.613 -1.241  -0.408
H60 0.601 -8.950 -3.320  0.387
H61 -0.929 -4.470 2.674  0.322
H62 0.536 2.930 3.490  0.293

Atoms 1-6, force components in eV/Å:
-0.8 0.5 -0.3
-2.6 0.8 -0.8
0.3 -0.2 0.3
0.3 -0.3 0.2
-0.3 0.4 0.0
0.2 0.0 0.4

The HOMO-LUMO gap is 8.9 eV. The value obtained for the LUMO energy is 0.0112 Eh. The value obtained for the molecular weight is 767.81 g/mol. As for the spin multiplicity: 1. As for the HOMO energy: -8.6 eV. For the total energy, the calculation gives -2717.1942 Eh.

No. 3
Here is a cluster of 2 separate species, C7H14OSi in total in a non-equilibrium geometry from the Open Molecules 2025 dataset. Energies are from the ωB97M-V functional and the def2-TZVPD basis.

Each line ends with the Mulliken charge.
Positions of all 23 atoms, in Å:
Si1 -1.260 0.245 0.280  0.392
O1 2.948 -0.086 -0.392  -0.141
C1 4.354 -0.009 -0.623  -0.165
C2 0.286 -2.119 0.380  -0.718
C3 3.664 -0.154 0.682  -0.165
C4 -2.249 1.320 1.429  -0.921
C5 -2.459 -0.731 -0.839  -1.251
C6 -0.066 -1.046 1.104  -0.183
C7 -0.374 1.457 -0.985  -1.121
H1 -1.446 1.607 2.191  0.246
H2 -2.886 -1.517 -0.297  0.386
H3 -2.918 0.748 2.228  0.301
H4 0.171 -2.430 -0.598  0.314
H5 -1.030 1.932 -1.680  0.409
H6 4.773 -0.797 -1.076  0.267
H7 -3.221 -0.105 -1.108  0.406
H8 1.064 -2.795 0.826  0.219
H9 0.309 0.811 -1.518  0.225
H10 0.002 2.352 -0.543  0.368
H11 4.858 0.963 -0.784  0.206
H12 -2.671 2.278 0.982  0.279
H13 -2.085 -1.144 -1.805  0.329
H14 0.236 -0.780 2.147  0.317

Atoms 1-6, force components in eV/Å:
0.0 -0.1 -2.1
-2.7 0.4 -1.8
0.9 3.3 2.5
2.7 0.0 3.9
1.4 -0.4 1.3
0.1 -0.1 3.1

The HOMO-LUMO gap (alpha / beta) is 8.2 / 7.6 eV. The value obtained for the LUMO energy (alpha / beta) is 0.0380 / -0.0726 Eh. The value obtained for the molecular weight is 142.27 g/mol. As for the spin multiplicity: 3. As for the HOMO energy (alpha / beta): -7.2 / -9.6 eV. For the total energy, the calculation gives -639.5601 Eh. The relative energy (zero: lowest compared OMol25 entry of this formula, charge and spin) comes out at 80.15 kcal/mol. The expectation value of S² is 2.006.

No. 4
Here is a structure of composition C17H13ClFN5O2S in a non-equilibrium geometry from the Open Molecules 2025 dataset. Energies are from the ωB97M-V functional and the def2-TZVPD basis.

Each line ends with the Mulliken charge.
Positions of all 40 atoms, in Å:
Cl1 4.023 -4.651 -1.461  -0.211
S1 -1.875 0.835 -1.996  1.148
F1 2.130 4.138 2.547  -0.318
O1 -3.058 1.017 -1.136  -0.665
O2 -2.238 0.079 -3.192  -0.655
N1 -1.317 2.344 -2.499  -0.725
N2 -0.598 0.148 -1.131  0.156
N3 0.525 2.899 0.675  -0.085
N4 0.098 0.816 1.130  -0.461
N5 -0.350 4.118 -2.063  -0.549
C1 0.552 1.178 4.003  -0.420
C2 0.512 1.946 1.657  0.108
C3 1.605 2.527 5.744  -0.448
C4 0.908 1.373 5.346  -0.587
C5 -0.003 2.314 -0.469  -0.008
C6 1.742 -3.561 -2.326  -0.688
C7 0.895 2.137 3.047  0.140
C8 1.220 -2.231 0.085  -0.219
C9 -0.189 1.028 -0.189  0.420
C10 1.987 3.469 4.781  -0.484
C11 2.605 -3.713 -1.264  0.373
C12 -0.512 2.834 -1.687  0.433
C13 2.359 -3.041 -0.045  -0.671
C14 0.323 -2.083 -0.978  0.236
C15 1.639 3.272 3.452  0.472
C16 0.578 -2.784 -2.174  -0.304
C17 -0.876 -1.228 -0.774  -1.240
H1 -0.183 -2.705 -2.940  0.436
H2 3.022 -3.061 0.822  0.374
H3 -1.221 -1.336 0.262  0.343
H4 -1.692 -1.594 -1.368  0.863
H5 0.842 3.860 0.817  0.230
H6 1.871 2.604 6.789  0.382
H7 0.553 4.505 -1.902  0.231
H8 -0.822 4.175 -2.988  0.307
H9 2.571 4.377 4.981  0.409
H10 1.020 -1.791 1.054  0.401
H11 -0.031 0.328 3.694  0.471
H12 0.627 0.670 6.130  0.381
H13 1.926 -4.044 -3.266  0.423

Atoms 1-6, force components in eV/Å:
0.5 -0.4 0.0
-4.8 0.4 -2.2
-0.3 0.2 -0.3
2.4 0.0 -0.3
1.8 0.4 1.5
-2.5 -6.1 -0.8

The HOMO-LUMO gap is 8.5 eV. The value obtained for the LUMO energy is -0.0130 Eh. The value obtained for the molecular weight is 405.84 g/mol. As for the spin multiplicity: 1. As for the HOMO energy: -8.8 eV. For the total energy, the calculation gives -2038.1110 Eh. The relative energy (zero: lowest compared OMol25 entry of this formula, charge and spin) comes out at 6.80 kcal/mol.